# 1
Computed, not measured: a 9-piece molecular cluster, C5H28N2O9 overall, with ωB97M-V/def2-TZVPD.

Output
Energy above the lowest of the compared OMol25 structures with the same formula, charge and spin   0.000 eV
2S+1   2
Largest force on an atom   3.1 eV/A
Net charge   -1
HOMO (alpha / beta)   0.00145 / -0.25929 Eh

Positions of all 44 atoms, in Å:
N: -0.41 -3.09 -2.32
C: -0.60 -2.70 -0.91
C: 0.81 -2.90 -0.26
C: 0.80 -3.23 1.24
C: 1.66 -1.63 -0.41
C: -1.25 -1.30 -0.68
N: -1.83 -1.26 0.56
O: -1.10 -0.44 -1.51
H: -1.27 -3.49 -2.71
H: -0.10 -2.35 -2.94
H: -1.23 -3.50 -0.40
H: 1.19 -3.75 -0.84
H: 1.82 -3.42 1.57
H: 0.40 -4.22 1.40
H: 0.31 -2.42 1.81
H: 1.89 -1.28 0.59
H: 2.62 -2.00 -0.80
H: 1.33 -0.76 -0.92
H: -1.77 -1.97 1.27
H: -2.16 -0.36 0.92
H: 2.61 2.54 -2.26
H: 0.97 2.74 -2.14
O: 1.80 2.37 -1.80
H: 1.71 -0.11 -2.54
H: 1.85 -1.53 -3.25
O: 2.17 -0.63 -3.21
H: 0.95 3.91 -0.05
H: 1.40 3.93 1.42
O: 1.65 4.22 0.54
H: -2.15 3.25 0.58
H: -1.89 3.79 1.96
O: -2.45 3.94 1.17
H: -1.62 3.02 -1.53
H: -0.64 1.99 -2.26
O: -0.76 2.89 -1.94
H: 0.05 2.39 2.41
H: -1.32 1.83 2.50
O: -0.80 2.55 2.88
H: 1.19 1.26 0.83
H: 1.57 0.33 1.99
O: 0.86 0.91 1.69
H: -2.05 -0.16 2.67
H: -3.47 0.32 2.52
O: -2.73 0.33 3.16

Atom charges from the Mulliken analysis, given in e for atoms 1 to 2:
1 N -0.71
2 C 0.07

=====

# 2
Computed, not measured: C14H21IN3O9P2PtSe as an isolated structure, with ωB97M-V/def2-TZVPD.

Output
Energy above the lowest of the compared OMol25 structures with the same formula, charge and spin   0.522 eV
Largest force on an atom   2.0 eV/A
Net charge   -1
HOMO   -0.17275 Eh

Positions of all 52 atoms, in Å:
Pt: -0.62 0.33 0.47
N: -3.31 -0.82 -2.66
C: -1.91 -0.59 -3.18
C: -1.98 -0.73 -4.70
P: -1.58 1.18 -2.75
O: -0.48 1.61 -3.85
O: -2.89 1.83 -3.05
O: -0.91 1.38 -1.41
P: -0.98 -2.02 -2.45
O: 0.44 -1.89 -3.18
O: -1.76 -3.19 -2.96
O: -0.85 -1.76 -0.99
H: -3.91 -0.08 -3.04
H: -3.33 -0.73 -1.62
H: -3.57 -1.78 -2.91
H: -2.60 0.06 -5.13
H: -2.38 -1.72 -4.95
H: -0.98 -0.66 -5.11
H: 0.40 1.48 -3.46
H: 1.00 -1.31 -2.63
I: -3.22 0.21 0.84
O: 4.29 0.31 -2.67
C: 4.52 0.96 -1.52
C: 5.81 1.43 -1.28
C: 6.09 2.12 -0.12
C: 5.10 2.34 0.84
C: 3.83 1.86 0.61
C: 3.51 1.16 -0.56
C: 2.12 0.64 -0.78
O: 1.84 0.14 -1.89
O: 1.35 0.77 0.21
H: 3.32 0.10 -2.67
H: 6.56 1.26 -2.03
H: 7.10 2.49 0.05
H: 5.33 2.88 1.75
H: 3.04 2.00 1.33
C: -1.68 -2.69 2.69
N: -1.93 -1.61 3.65
C: -2.84 -1.70 4.68
C: -2.71 -0.57 5.42
N: -1.73 0.19 4.81
C: -1.28 1.50 5.26
C: -1.27 -0.45 3.72
Se: 0.10 0.22 2.64
H: -1.55 -3.61 3.25
H: -0.78 -2.45 2.13
H: -2.51 -2.76 1.99
H: -3.48 -2.55 4.80
H: -3.22 -0.25 6.30
H: -1.85 1.78 6.14
H: -1.43 2.23 4.46
H: -0.22 1.46 5.50

Atom charges from the Mulliken analysis, given in e for atoms 1 to 2:
1 Pt 1.72
2 N -0.24

=====

# 3
Computed, not measured: C4H8N3 as an isolated structure, with ωB97M-V/def2-TZVPD.

Output
Energy above the lowest of the compared OMol25 structures with the same formula, charge and spin   4.715 eV
Largest force on an atom   2.3 eV/A
Net charge   +1
HOMO   -0.42807 Eh

Positions of all 15 atoms, in Å:
C: 4.97 0.13 0.11
C: -2.77 -0.30 -0.17
C: -1.73 0.83 0.02
C: -1.63 -1.20 0.10
N: 2.70 -0.55 -0.12
N: 3.77 -0.21 -0.02
N: -0.77 -0.24 0.24
H: 5.65 -0.03 -0.70
H: 5.30 0.61 1.01
H: -3.58 -0.32 0.56
H: -3.21 -0.39 -1.16
H: -1.50 1.43 -0.86
H: -1.87 1.47 0.88
H: -1.49 -2.26 0.16
H: 0.24 -0.24 0.38

Atom charges from the Mulliken analysis, given in e for atoms 1 to 2:
1 C -0.29
2 C -0.45

=====

# 4
Computed, not measured: a 2-piece molecular cluster, C3H9N3O overall, with ωB97M-V/def2-TZVPD.

Output
Energy above the lowest of the compared OMol25 structures with the same formula, charge and spin   1.944 eV
SMILES string   NC/N=C\O.C=N
Largest force on an atom   1.1 eV/A
HOMO   -0.35134 Eh

Positions of all 16 atoms, in Å:
C: 0.48 -0.83 -1.23
C: -2.01 0.84 -0.86
N: -1.97 0.90 0.38
N: 1.25 -0.50 1.43
C: 1.23 0.61 0.47
O: -0.04 -1.79 -0.47
N: 1.07 0.22 -0.90
H: 0.17 -1.55 0.47
H: 0.37 -1.04 -2.29
H: -2.32 0.08 0.87
H: 0.38 1.25 0.73
H: 2.15 -0.98 1.39
H: 1.12 -0.15 2.37
H: -1.64 1.69 -1.42
H: -2.40 0.01 -1.46
H: 2.15 1.22 0.51

Atom charges from the Mulliken analysis, given in e for atoms 1 to 2:
1 C -0.10
2 C -0.32

=====

# 5
Computed, not measured: a 14-piece molecular cluster, C54H145N9O23 overall, with ωB97M-V/def2-TZVPD.

Output
Energy above the lowest of the compared OMol25 structures with the same formula, charge and spin   1.040 eV
Largest force on an atom   3.3 eV/A
HOMO   -0.29132 Eh

Positions of all 231 atoms, in Å:
C: -4.21 3.85 -0.12
O: -3.55 5.10 -0.15
C: -3.13 5.53 -1.38
C: -2.22 6.72 -1.14
N: -2.91 7.89 -0.63
C: -2.01 9.10 -0.46
C: -2.75 10.21 0.26
O: -3.14 9.74 1.57
C: -3.58 10.85 2.26
H: -5.10 3.94 -0.75
H: -4.55 3.89 0.92
H: -3.70 2.90 -0.27
H: -3.89 5.81 -2.11
H: -2.56 4.71 -1.82
H: -1.82 6.99 -2.11
H: -1.34 6.37 -0.59
H: -3.24 7.61 0.28
H: -1.73 9.49 -1.43
H: -1.05 8.89 0.01
H: -3.66 10.32 -0.33
H: -2.11 11.09 0.28
H: -4.01 10.46 3.18
H: -4.37 11.44 1.79
H: -2.79 11.56 2.49
C: 6.44 4.49 4.35
O: 5.29 4.66 5.14
C: 4.12 4.06 4.55
C: 3.61 4.85 3.34
N: 3.04 6.15 3.73
C: 2.32 6.76 2.62
C: 1.70 8.10 3.03
O: 1.13 8.72 1.82
C: 0.59 10.04 1.98
H: 6.82 3.53 4.00
H: 7.24 4.87 4.97
H: 6.39 5.17 3.50
H: 3.41 3.88 5.36
H: 4.38 3.09 4.13
H: 2.95 4.21 2.76
H: 4.43 5.00 2.64
H: 2.30 6.00 4.40
H: 1.56 6.06 2.29
H: 3.01 6.92 1.78
H: 2.56 8.64 3.44
H: 0.94 8.04 3.81
H: -0.38 9.85 2.46
H: 0.38 10.54 1.04
H: 1.20 10.71 2.58
C: -6.88 -2.24 0.03
O: -5.89 -1.22 0.03
C: -4.89 -1.30 -0.97
C: -3.74 -2.28 -0.53
N: -2.84 -1.62 0.39
C: -1.92 -2.51 1.10
C: -1.23 -1.62 2.19
O: -2.16 -1.16 3.20
C: -1.59 -0.25 4.12
H: -6.37 -3.20 -0.02
H: -7.48 -2.07 -0.87
H: -7.56 -2.20 0.88
H: -4.53 -0.34 -1.34
H: -5.36 -1.77 -1.83
H: -3.18 -2.60 -1.40
H: -4.04 -3.20 -0.02
H: -3.34 -1.08 1.09
H: -1.18 -3.11 0.58
H: -2.54 -3.17 1.72
H: -0.59 -0.81 1.85
H: -0.61 -2.31 2.78
H: -1.02 0.52 3.61
H: -1.03 -0.83 4.86
H: -2.39 0.24 4.67
C: -1.55 -4.72 -2.94
O: -0.70 -4.06 -1.98
C: 0.09 -3.04 -2.60
C: 0.53 -2.00 -1.57
N: -0.49 -0.88 -1.45
C: 0.13 0.29 -0.77
C: -0.86 1.42 -0.29
O: -0.11 2.37 0.40
C: -0.88 3.59 0.58
H: -2.31 -5.36 -2.49
H: -0.97 -5.25 -3.69
H: -2.14 -3.96 -3.45
H: -0.39 -2.60 -3.48
H: 0.94 -3.53 -3.08
H: 1.55 -1.67 -1.80
H: 0.73 -2.51 -0.62
H: -1.28 -1.19 -0.90
H: 0.75 0.74 -1.55
H: 0.69 -0.03 0.11
H: -1.52 0.93 0.42
H: -1.31 1.79 -1.22
H: -0.26 4.26 1.18
H: -1.78 3.36 1.16
H: -1.15 4.09 -0.35
C: 7.69 0.95 2.22
O: 6.46 0.36 2.53
C: 5.29 0.85 1.97
C: 4.02 0.07 2.36
N: 4.00 -1.15 1.50
C: 2.84 -1.95 1.73
C: 2.90 -3.32 1.04
O: 1.68 -4.09 1.26
C: 1.46 -5.20 0.42
H: 8.13 0.85 1.23
H: 8.41 0.69 3.01
H: 7.66 2.01 2.49
H: 5.38 0.82 0.89
H: 5.15 1.89 2.28
H: 3.11 0.67 2.24
H: 4.12 -0.14 3.43
H: 4.77 -1.75 1.77
H: 1.91 -1.57 1.31
H: 2.76 -2.15 2.79
H: 3.78 -3.83 1.43
H: 3.00 -3.13 -0.03
H: 1.70 -5.11 -0.64
H: 0.41 -5.49 0.47
H: 2.01 -6.02 0.88
C: -2.22 7.01 3.59
O: -1.58 6.49 4.74
C: -1.08 5.17 4.75
C: -0.34 5.00 6.07
N: 0.76 6.04 6.10
C: 1.60 6.09 7.25
C: 2.53 7.37 7.24
O: 1.61 8.52 7.27
C: 2.19 9.72 6.78
H: -1.46 7.41 2.91
H: -2.93 7.81 3.77
H: -2.85 6.23 3.16
H: -0.31 5.02 3.99
H: -1.87 4.43 4.63
H: 0.08 4.00 6.12
H: -1.08 5.15 6.86
H: 0.38 6.96 5.94
H: 2.15 5.15 7.35
H: 0.88 6.00 8.07
H: 3.17 7.30 6.37
H: 3.22 7.35 8.08
H: 3.14 9.82 7.30
H: 1.53 10.56 7.01
H: 2.33 9.63 5.70
C: 3.14 -3.22 -7.12
O: 1.75 -3.41 -7.09
C: 0.95 -2.33 -6.77
C: -0.50 -2.77 -6.50
N: -1.24 -1.60 -6.14
C: -2.68 -1.84 -6.02
C: -3.25 -0.63 -5.18
O: -3.74 0.41 -6.08
C: -5.04 0.27 -6.62
H: 3.45 -3.92 -7.90
H: 3.54 -3.56 -6.17
H: 3.39 -2.21 -7.44
H: 1.07 -1.65 -7.61
H: 1.37 -1.70 -5.98
H: -0.63 -3.55 -5.75
H: -0.81 -3.24 -7.43
H: -0.80 -1.05 -5.42
H: -2.92 -2.71 -5.41
H: -3.31 -2.01 -6.90
H: -2.42 -0.19 -4.62
H: -4.12 -0.90 -4.59
H: -5.22 1.24 -7.08
H: -5.84 0.12 -5.90
H: -4.92 -0.58 -7.30
C: 4.31 -3.33 -2.97
O: 3.53 -4.48 -2.78
C: 3.51 -5.41 -3.87
C: 2.75 -6.64 -3.37
N: 2.44 -7.61 -4.41
C: 1.74 -8.84 -3.94
C: 0.51 -8.57 -3.06
O: 0.93 -8.28 -1.67
C: -0.14 -7.70 -1.00
H: 5.36 -3.54 -3.16
H: 4.26 -2.60 -2.16
H: 3.97 -2.78 -3.84
H: 4.52 -5.68 -4.18
H: 2.98 -4.90 -4.68
H: 1.88 -6.17 -2.91
H: 3.37 -7.09 -2.59
H: 1.95 -7.13 -5.16
H: 2.41 -9.55 -3.45
H: 1.48 -9.33 -4.88
H: -0.03 -9.52 -3.03
H: -0.06 -7.76 -3.50
H: -0.92 -8.45 -1.13
H: -0.61 -6.78 -1.35
H: 0.05 -7.66 0.07
C: -4.70 -6.60 -1.32
O: -4.18 -7.86 -0.95
C: -4.81 -8.24 0.26
C: -4.35 -9.70 0.62
N: -2.88 -9.90 0.64
C: -2.56 -11.29 0.85
C: -1.09 -11.52 0.56
O: -0.90 -11.36 -0.87
C: 0.20 -12.07 -1.42
H: -5.75 -6.66 -1.61
H: -4.16 -6.34 -2.22
H: -4.61 -5.81 -0.57
H: -5.89 -8.19 0.27
H: -4.37 -7.64 1.06
H: -4.76 -10.34 -0.16
H: -4.86 -10.07 1.50
H: -2.65 -9.57 -0.28
H: -3.11 -11.87 0.11
H: -2.83 -11.47 1.89
H: -0.86 -12.55 0.88
H: -0.39 -10.87 1.09
H: -0.14 -13.11 -1.50
H: 1.20 -12.01 -1.00
H: 0.26 -11.79 -2.47
O: 3.28 0.16 -0.82
H: 3.55 -0.30 -0.02
H: 3.01 1.03 -0.53
O: -0.01 0.04 -4.06
H: 0.89 0.20 -3.79
H: -0.48 -0.13 -3.24
O: 2.64 2.62 0.09
H: 2.68 3.57 0.10
H: 1.71 2.42 0.19
O: 2.49 0.90 -3.22
H: 3.19 1.03 -3.85
H: 2.93 0.82 -2.38
O: 1.88 5.16 -0.61
H: 1.36 5.96 -0.49
H: 1.83 4.98 -1.55

Atom charges from the Mulliken analysis, given in e for atoms 1 to 2:
1 C -0.82
2 O -0.16